No. 1
The following is a quantum chemistry calculation of 7 unconnected molecules or ions with the total composition C40H70Cl3N6O3 in a non-equilibrium geometry, from OMol25.

Positions of all 122 atoms, in Å:
C 31.414 28.455 -4.695
Cl 31.630 28.654 -6.404
Cl 32.480 27.036 -4.204
Cl 29.646 28.396 -4.277
H 31.757 29.385 -4.242
C 25.811 29.849 -3.828
C 25.440 29.459 -2.387
C 26.000 30.637 -1.583
C 25.578 30.491 -0.088
C 24.082 30.341 0.027
C 23.348 29.259 -0.803
N 23.931 29.189 -2.203
O 23.331 28.096 -3.024
C 23.415 27.964 0.016
C 21.914 29.740 -0.974
C 26.328 28.271 -2.107
H 26.729 30.425 -3.947
H 25.017 30.507 -4.181
H 25.815 29.009 -4.523
H 27.084 30.553 -1.658
H 25.543 31.539 -1.991
H 25.892 31.323 0.541
H 26.127 29.649 0.333
H 23.628 31.330 -0.031
H 23.823 30.262 1.083
H 23.633 27.148 -0.673
H 24.122 27.965 0.845
H 22.462 27.956 0.545
H 21.309 28.967 -1.447
H 21.370 29.829 -0.034
H 21.855 30.671 -1.538
H 27.381 28.419 -2.347
H 25.984 27.525 -2.823
H 26.118 27.786 -1.154
C 35.843 30.090 -8.231
C 35.618 28.682 -8.914
C 35.157 27.750 -7.781
C 34.408 26.474 -8.320
C 33.265 26.921 -9.132
C 33.812 27.638 -10.422
N 34.509 28.869 -9.972
O 34.877 29.807 -11.019
C 34.649 26.680 -11.313
C 32.490 27.997 -11.223
C 36.934 28.161 -9.472
H 36.373 29.945 -7.290
H 34.876 30.470 -7.902
H 36.419 30.805 -8.819
H 36.062 27.370 -7.309
H 34.623 28.196 -6.942
H 34.258 25.755 -7.515
H 35.029 25.809 -8.920
H 32.631 27.621 -8.588
H 32.586 26.129 -9.446
H 34.100 25.820 -11.696
H 34.856 27.189 -12.255
H 35.535 26.376 -10.756
H 32.584 28.734 -12.021
H 31.978 27.157 -11.692
H 31.823 28.590 -10.597
H 37.142 28.519 -10.481
H 37.069 27.084 -9.378
H 37.775 28.578 -8.918
C 32.966 26.671 -0.234
C 32.528 25.220 0.021
C 32.670 25.062 1.549
C 32.048 23.868 2.250
C 30.557 23.856 1.754
C 30.376 23.727 0.227
N 31.164 24.878 -0.436
O 30.829 25.153 -1.831
C 30.730 22.205 -0.243
C 28.875 23.919 0.101
C 33.582 24.308 -0.535
H 33.793 27.064 0.357
H 32.154 27.344 0.039
H 33.054 26.899 -1.296
H 33.745 25.039 1.725
H 32.367 25.988 2.038
H 32.197 24.045 3.315
H 32.602 22.934 2.154
H 30.046 24.782 2.016
H 29.995 23.115 2.321
H 29.991 21.446 0.015
H 30.986 22.144 -1.301
H 31.673 21.934 0.231
H 28.564 23.906 -0.944
H 28.312 23.193 0.687
H 28.576 24.932 0.368
H 34.538 24.633 -0.125
H 33.520 24.370 -1.621
H 33.382 23.272 -0.263
N 34.399 33.452 -3.773
C 33.808 32.188 -3.806
C 34.213 31.569 -4.918
C 35.074 32.394 -5.592
C 35.287 33.545 -4.823
H 34.273 34.089 -2.999
H 33.147 31.911 -2.999
H 33.997 30.573 -5.275
H 35.703 32.259 -6.459
H 36.034 34.320 -4.911
N 29.942 24.821 -5.325
C 28.649 25.202 -5.681
C 28.511 24.929 -7.071
C 29.700 24.362 -7.540
C 30.496 24.201 -6.446
H 30.355 24.987 -4.418
H 27.912 25.557 -4.976
H 27.647 25.101 -7.697
H 29.900 24.040 -8.552
H 31.467 23.731 -6.397
N 29.013 27.703 -7.855
C 28.678 28.983 -7.629
C 28.502 29.601 -8.856
C 28.788 28.612 -9.850
C 29.012 27.473 -9.207
H 29.323 27.006 -7.193
H 28.524 29.430 -6.658
H 28.295 30.606 -9.191
H 28.899 28.774 -10.912
H 29.329 26.505 -9.564

The HOMO energy (spin up / spin down) is -7.768 / -7.768 eV. For the total energy, the calculation gives -3500.548780 a.u. The expectation value of S² is 3.766. For the LUMO energy (spin up / spin down), the calculation gives 0.011 / -0.024 Ha. The multiplicity is 4.

No. 2
The following is a quantum chemistry calculation of 10 unconnected molecules or ions with the total composition C40H70O15 in a non-equilibrium geometry, from OMol25.

Positions of all 125 atoms, in Å:
C 3.372 -7.716 -1.713
C 2.695 -8.162 -3.063
C 3.892 -8.062 -4.036
O 5.043 -8.493 -3.204
C 4.691 -8.555 -1.826
H 2.725 -8.016 -0.889
H 3.500 -6.636 -1.634
H 1.776 -7.672 -3.383
H 2.366 -9.199 -3.009
H 4.074 -7.029 -4.331
H 3.846 -8.702 -4.918
H 5.562 -8.271 -1.235
H 4.427 -9.579 -1.561
C -0.547 -7.363 4.472
C -0.637 -8.512 5.507
C -1.503 -9.536 4.840
O -1.957 -8.912 3.596
C -1.799 -7.491 3.631
H 0.351 -7.304 3.858
H -0.567 -6.391 4.965
H -1.154 -8.147 6.395
H 0.328 -8.857 5.877
H -2.299 -9.799 5.537
H -0.977 -10.473 4.660
H -2.673 -7.062 4.120
H -1.704 -7.091 2.622
C -11.603 2.291 -1.120
C -10.281 1.878 -0.586
C -9.405 2.050 -1.850
O -10.043 3.118 -2.591
C -11.206 3.469 -1.949
H -12.337 2.480 -0.337
H -12.028 1.496 -1.732
H -10.297 0.851 -0.221
H -9.927 2.436 0.281
H -9.413 1.129 -2.434
H -8.369 2.236 -1.570
H -11.949 3.634 -2.730
H -11.098 4.383 -1.365
C 8.270 5.646 0.223
C 9.582 6.119 0.750
C 10.651 5.870 -0.295
O 10.088 5.015 -1.269
C 8.693 5.246 -1.179
H 7.584 6.493 0.247
H 7.915 4.820 0.840
H 9.828 5.594 1.673
H 9.537 7.201 0.869
H 11.544 5.466 0.180
H 10.819 6.826 -0.791
H 8.075 4.400 -1.480
H 8.475 6.138 -1.766
C -8.280 -1.165 6.035
C -7.240 -0.393 6.861
C -5.995 -0.650 6.058
O -6.236 -1.963 5.550
C -7.550 -2.088 5.087
H -8.889 -0.431 5.507
H -8.956 -1.786 6.622
H -7.140 -0.829 7.854
H -7.585 0.614 7.098
H -5.079 -0.460 6.618
H -5.965 0.023 5.201
H -7.858 -3.132 5.140
H -7.446 -1.794 4.043
O 6.472 -3.541 7.925
C 5.982 -3.226 6.868
O 6.025 -1.926 6.502
C 5.423 -1.829 5.192
C 5.632 -3.231 4.631
C 5.457 -4.150 5.800
H 5.976 -1.074 4.633
H 4.377 -1.526 5.219
H 6.609 -3.320 4.155
H 4.840 -3.388 3.899
H 6.095 -5.027 5.689
H 4.425 -4.399 6.045
O 2.277 -0.022 -0.544
C 1.182 -0.511 -0.273
O 0.744 -0.762 0.982
C -0.679 -0.960 0.996
C -1.105 -0.936 -0.429
C 0.182 -1.033 -1.194
H -1.143 -0.156 1.567
H -0.898 -1.909 1.483
H -1.573 -0.031 -0.817
H -1.790 -1.721 -0.750
H 0.162 -0.496 -2.142
H 0.484 -2.078 -1.272
O 0.453 4.680 -4.637
C 1.068 5.763 -4.511
O 0.497 6.931 -4.731
C 1.484 7.949 -4.649
C 2.809 7.312 -4.574
C 2.515 5.879 -4.116
H 1.241 8.558 -3.778
H 1.407 8.614 -5.509
H 3.439 7.745 -3.797
H 3.379 7.195 -5.495
H 2.575 5.643 -3.053
H 3.135 5.178 -4.676
O 6.119 1.612 -7.638
C 5.427 0.669 -7.906
O 5.008 0.465 -9.207
C 3.964 -0.468 -9.312
C 3.598 -0.803 -7.865
C 4.739 -0.359 -7.032
H 4.365 -1.408 -9.691
H 3.130 -0.059 -9.882
H 3.387 -1.871 -7.799
H 2.726 -0.257 -7.505
H 5.395 -1.215 -6.871
H 4.542 0.015 -6.027
O -4.351 5.264 1.137
C -4.702 6.400 0.863
O -5.063 7.298 1.772
C -5.432 8.461 1.138
C -5.905 8.032 -0.232
C -4.963 6.902 -0.554
H -4.600 9.161 1.066
H -6.215 9.000 1.672
H -5.780 8.779 -1.016
H -6.953 7.738 -0.292
H -4.014 7.167 -1.020
H -5.299 6.080 -1.187

Its SMILES is O=C1CCCO1.O=C1CCCO1.O=C1CCCO1.O=C1CCCO1.O=C1CCCO1.C1CCOC1.C1CCOC1.C1CCOC1.C1CCOC1.C1CCOC1. The HOMO energy is -9.546 eV. The relative energy (zero: lowest compared OMol25 entry of this formula, charge and spin) is 90.7 kcal/mol. For the total energy, the calculation gives -2694.561170 a.u. For the LUMO energy, the calculation gives 0.003 Ha. The multiplicity is 1.